No. 1
A molecular structure, BaCl3O12Pb2, computed with the ωB97M-V functional and the def2-TZVPD basis.

As for the maximum force: 0.31024 hartree/bohr. As for the total charge: +3. The HOMO-LUMO gap comes out at 0.1308 hartree. The multiplicity is 1. The HOMO energy is -17.747 eV.

Positions of all 18 atoms, in Å:
Pb 2.5874 0.1869 -2.3043
Pb 2.5313 0.6638 2.4158
Ba -1.2168 -1.8003 0.4014
Cl 0.5818 0.8062 0.1145
Cl -2.5216 2.1337 1.1817
Cl 1.1506 -2.6925 -1.3817
O 2.1233 -3.3079 -0.5069
O -2.2107 3.4848 1.7726
O 0.2392 -0.4176 0.6904
O -1.9159 0.9218 1.7766
O 1.1961 -3.1137 -2.7722
O -0.4871 1.6113 -0.1996
O 1.2368 0.4359 -1.1594
O 1.5418 1.2811 1.0760
O -2.1158 2.2464 -0.3000
O -3.9652 1.9979 1.4301
O -0.1582 -3.1788 -0.8763
O 1.4030 -1.2590 -1.3587

Atoms 1-2, force components in eV/Å:
10.680 -0.328 -10.108
7.699 -3.961 11.220

No. 2
2 unconnected molecules or ions with the total composition CH6N3, computed with the ωB97M-V functional and the def2-TZVPD basis.

As for the maximum force: 0.09248 hartree/bohr. As for the total charge: +1. The HOMO-LUMO gap (alpha / beta) comes out at 0.2970 / 0.2969 hartree. The multiplicity is 1. The energy above the lowest of the compared OMol25 structures with the same formula, charge and spin comes out at 641.3 kJ/mol. The HOMO energy (alpha / beta) is -14.859 / -14.858 eV.

Positions of all 10 atoms, in Å:
N 1.2177 0.9670 -0.0756
N 0.7722 -0.2131 -0.0012
N 1.3069 -1.2927 0.0584
C -1.6194 -0.4850 0.0524
H -1.5334 -1.5538 -0.1092
H -1.9966 0.2649 -0.7297
H -1.7413 -0.3867 1.1178
H 2.3179 -1.4901 0.1793
H 2.2544 1.2113 0.0033
H 0.4614 1.6802 -0.4073

Atoms 1-2, force components in eV/Å:
0.387 4.691 -0.679
-2.915 -2.732 -0.406

No. 3
C3H3N in the gas phase, computed with the ωB97M-V functional and the def2-TZVPD basis.

As for the maximum force: 0.07444 hartree/bohr. The HOMO-LUMO gap comes out at 0.3873 hartree. The multiplicity is 1. The energy above the lowest of the compared OMol25 structures with the same formula, charge and spin comes out at 41.3 kJ/mol. The HOMO energy is -10.519 eV.

Positions of all 7 atoms, in Å:
N -2.0370 -1.2669 -0.9734
C -1.1473 -0.8869 -0.3815
C 0.8659 0.7218 -0.0115
C -0.1089 -0.2147 0.3172
H 1.5179 1.0662 0.7420
H 0.9155 1.2876 -0.9446
H -0.0062 -0.7071 1.2518

Atoms 1-2, force components in eV/Å:
-1.600 -1.116 -0.898
1.372 1.981 -0.340

No. 4
2 unconnected molecules or ions with the total composition CH4N3O4P, computed with the ωB97M-V functional and the def2-TZVPD basis.

As for the maximum force: 0.07260 hartree/bohr. As for the total charge: -2. The HOMO-LUMO gap comes out at 0.2633 hartree. The multiplicity is 1. The energy above the lowest of the compared OMol25 structures with the same formula, charge and spin comes out at 19.9 kJ/mol. The HOMO energy is -0.831 eV.

Positions of all 13 atoms, in Å:
P 2.4802 -0.1748 -0.1849
O 3.7961 0.5318 -0.0236
O 2.5057 -1.3228 -1.1333
O 1.9218 -0.7581 1.3086
O -3.7956 1.5667 -0.0744
N 1.1355 0.8604 -0.5281
N -2.8712 -0.7905 0.1546
N -1.8833 0.1769 -0.3630
C -3.0143 0.6685 -0.1050
H -2.6253 -0.8191 1.1864
H 1.0262 -0.8365 1.1683
H 0.3370 0.5756 -0.0112
H 0.9872 0.3219 -1.3946

Atoms 1-2, force components in eV/Å:
1.203 0.020 1.318
-0.790 0.209 0.548

No. 5
4 unconnected molecules or ions with the total composition C3H15N2O3, computed with the ωB97M-V functional and the def2-TZVPD basis.

As for the maximum force: 0.02009 hartree/bohr. As for the total charge: +1. The HOMO-LUMO gap comes out at 0.3498 hartree. The multiplicity is 1. The energy above the lowest of the compared OMol25 structures with the same formula, charge and spin comes out at 73.2 kJ/mol. The HOMO energy is -12.364 eV.

Positions of all 23 atoms, in Å:
O 1.6526 -1.7060 -1.9935
O 0.3640 -0.6937 -4.3240
O 0.2184 1.6400 4.5064
N -0.9727 -0.0634 -0.9115
N 1.1847 -1.0009 0.6587
C -0.8572 0.3114 0.3900
C -1.8438 1.3215 0.8857
C 0.1209 -0.1051 1.1992
H 2.1798 -2.5129 -2.0647
H -0.4970 -0.2861 -4.1833
H 1.1758 -1.9253 1.0877
H 0.3528 0.2064 2.1976
H -0.4789 1.2298 5.0277
H -1.5436 1.6845 1.8553
H 1.6154 -1.4173 -2.9257
H 0.2369 2.5647 4.7718
H -1.9085 2.1215 0.1429
H 1.2393 -1.0549 -0.3748
H -2.8436 0.9014 0.9391
H -0.4951 -0.8174 -1.3772
H -1.7677 0.2544 -1.4441
H 2.0662 -0.5450 0.8954
H 0.8011 -0.1075 -4.9586

Atoms 1-2, force components in eV/Å:
0.403 -0.308 -0.506
0.254 0.273 -0.105

No. 6
A molecular structure, C17H20N2O4, computed with the ωB97M-V functional and the def2-TZVPD basis.

As for the maximum force: 0.37245 hartree/bohr. The HOMO-LUMO gap comes out at 0.3046 hartree. The multiplicity is 1. The energy above the lowest of the compared OMol25 structures with the same formula, charge and spin comes out at 1719.4 kJ/mol. The HOMO energy is -7.591 eV.

Positions of all 43 atoms, in Å:
O 2.3291 -1.2132 3.8571
O -0.4547 -1.3742 2.0159
O 0.9952 0.4802 2.2290
O 2.4392 -1.6161 -3.4400
N 0.7456 -2.1590 -1.7692
N 2.3586 -0.2377 -1.4858
C -1.3591 0.5306 -1.0449
C -3.1473 1.2203 -2.7998
C -3.6665 3.4341 -1.4472
C -2.3118 1.5656 -1.5472
C 1.8670 -1.4812 -2.4687
C 2.2256 -0.1977 -0.2952
C -0.0607 -1.5298 -0.7068
C 1.4928 -2.4123 4.3777
C -4.4408 3.0129 -2.4928
C 0.6021 0.6495 3.7324
C -1.0860 -0.5688 -1.5104
C -2.6616 2.4841 -0.8891
C 0.4979 -0.5951 1.5529
C 3.0943 0.4677 0.3530
C 1.0156 -0.8382 0.0644
C -3.8790 2.1500 -3.3342
C 1.8279 0.0496 4.4063
H 1.7002 -0.1759 5.4847
H -2.0663 2.9571 -0.1130
H 0.2186 -2.7017 -2.3322
H 4.0248 0.5758 0.0009
H -2.9813 0.3756 -3.1438
H 2.5389 1.3600 0.7009
H -4.5747 1.7385 -4.2320
H 3.2526 -0.0182 -1.8714
H -0.5141 -2.2360 -0.1182
H -4.0042 4.4185 -0.8292
H 2.4962 0.6316 4.2516
H -0.6278 1.2306 -0.2635
H 1.2362 -2.2654 5.3784
H -1.7417 -1.1493 -2.1269
H -0.3381 -0.3244 4.0122
H 0.3379 1.4469 3.9926
H 0.6688 -2.4555 3.9273
H 3.2543 0.2543 1.4638
H -5.2185 3.7477 -2.7874
H 2.1617 -3.5249 4.2513

Atoms 1-2, force components in eV/Å:
-2.221 -1.408 1.143
3.987 3.598 -1.519

No. 7
A molecular structure, C25H58FeN2O2Si3, computed with the ωB97M-V functional and the def2-TZVPD basis.

As for the maximum force: 0.04687 hartree/bohr. As for the total charge: +1. The HOMO-LUMO gap (alpha / beta) comes out at 0.3001 / 0.2002 hartree. The multiplicity is 6. The energy above the lowest of the compared OMol25 structures with the same formula, charge and spin comes out at 0.0 kJ/mol. The HOMO energy (alpha / beta) is -11.406 / -11.409 eV.

Positions of all 91 atoms, in Å:
Fe 0.5955 -1.7883 0.3410
Si -1.1342 -3.7840 -0.7170
Si 3.9691 -2.1221 -0.3142
Si -1.2963 1.5887 -3.0045
O -1.8534 2.5363 0.9035
O -0.6575 4.2120 -0.7121
N 0.9291 -2.5418 2.1639
N 2.5014 -2.1663 0.6736
C -1.8341 5.0347 -0.6338
C -1.0374 -2.8599 3.5684
C -1.2767 -3.6808 -2.5889
C -0.6363 3.1023 -3.9099
C -2.9590 0.8242 2.3692
C 1.2449 -3.6917 4.2254
C -1.7741 6.0974 0.4299
C 1.5101 5.0469 -0.0011
C -0.3544 1.3161 -1.3888
C -3.0949 1.8807 -2.5419
C 3.4337 -1.2239 -1.8582
C -1.1610 0.0744 -4.1022
C -2.9557 1.6563 1.1053
C -1.3038 -2.0835 0.0739
C -0.4841 3.3788 2.7244
C 0.4643 -4.7163 -0.3329
C -0.6474 2.3151 1.6756
C 3.1601 -3.2867 2.8156
C 5.2810 -1.2358 0.6646
C 4.4493 -3.8978 -0.6313
C -2.5643 -4.8420 -0.0821
C 2.2883 -2.6799 1.9268
C 0.5341 4.8834 -1.1431
C 0.4193 -3.0569 3.3011
C 2.6124 -3.8421 3.9809
H -3.6442 2.3353 -3.3771
H 6.2463 -1.2980 0.1423
H 5.4699 -3.9375 -1.0398
H 0.1887 2.3551 0.9625
H -0.6451 0.4130 -0.8400
H 0.6732 -4.8058 0.7433
H -1.1411 3.2133 -4.8796
H -3.0317 0.9996 0.2223
H -1.2661 -0.8554 -3.5277
H -1.2772 -3.3184 4.5354
H 0.4425 3.0315 -4.1046
H -1.8889 -2.0938 1.0167
H 4.3000 -1.1170 -2.5284
H -2.0147 5.4966 -1.6192
H -2.6984 1.4067 3.2542
H 5.4106 -1.6658 1.6682
H 3.0532 -0.2157 -1.6375
H 3.7789 -4.3837 -1.3526
H 1.7442 4.0837 0.4689
H 0.7767 -4.0620 5.1345
H -0.1937 0.0516 -4.6239
H -2.1848 -3.1423 -2.8933
H -3.8475 2.2975 1.0821
H -3.1873 2.5451 -1.6726
H -3.4977 -4.2621 -0.0637
H 0.2859 5.8675 -1.5789
H -3.5845 0.9303 -2.2909
H -1.3601 3.4065 3.3793
H 0.3401 -5.7415 -0.7169
H -2.3744 -5.2142 0.9351
H -0.6663 1.3009 2.1093
H -1.7892 -1.3362 -0.5778
H -2.2956 -0.0420 2.2748
H -2.7228 -5.7156 -0.7320
H -0.3295 4.3587 2.2654
H 5.0275 -0.1740 0.7862
H 3.2579 -4.3614 4.6882
H -2.7492 6.5892 0.4718
H -1.9483 0.0953 -4.8685
H 2.6517 -1.7685 -2.4072
H -1.0307 6.8679 0.1993
H -1.6776 -3.3337 2.8115
H 4.4348 -4.4965 0.2912
H 1.1198 5.7431 0.7517
H 0.9541 4.2428 -1.9288
H 0.3938 3.1383 3.3295
H 4.2231 -3.3406 2.5736
H -0.5887 2.2354 -0.7508
H -1.5644 5.6569 1.4082
H 1.3571 -4.3020 -0.8270
H -2.6435 4.3242 -0.4380
H -1.2947 -1.7914 3.6341
H 2.4352 5.4677 -0.4021
H -1.3280 -4.6931 -3.0168
H 0.7332 1.2844 -1.5594
H -0.4115 -3.1737 -3.0388
H -0.8141 4.0207 -3.3336
H -3.9749 0.4361 2.5069

Atoms 1-2, force components in eV/Å:
-0.200 0.620 0.319
-1.503 -0.609 -0.511

No. 8
C20H18ClN3O3 in the gas phase, computed with the ωB97M-V functional and the def2-TZVPD basis.

As for the maximum force: 0.02042 hartree/bohr. The HOMO-LUMO gap comes out at 0.3322 hartree. The multiplicity is 1. The energy above the lowest of the compared OMol25 structures with the same formula, charge and spin comes out at 34.6 kJ/mol. The HOMO energy is -9.099 eV.

Positions of all 45 atoms, in Å:
Cl -2.7775 -2.3600 2.9946
O -0.9811 3.7006 -0.7578
O -0.3832 -3.1573 -0.2495
O 0.7499 0.8343 -3.5768
N 1.2153 0.7640 -1.3681
N -0.8774 -2.8338 0.9696
N 0.5583 -1.2719 0.3189
C 2.5618 -2.8069 -4.2341
C -1.8102 -0.3262 4.4485
C -0.5226 -0.9351 2.4997
C 1.5443 -3.6034 -2.2247
C -0.6940 2.3553 -1.1129
C -2.2800 2.4301 0.7064
C 1.0864 0.2090 -2.5882
C -0.3034 -1.7053 1.2906
C 0.3855 0.0783 2.8143
C 0.4652 -2.1837 -0.6073
C -1.6247 -1.1336 3.3353
C 2.1764 -1.5221 -3.9051
C -0.9033 0.6762 4.7397
C -1.4048 1.4562 -0.0823
C 1.4974 -1.2351 -2.7224
C 0.1996 0.8775 3.9233
C 0.8337 2.1378 -1.1354
C 2.2384 -3.8567 -3.3895
C 1.1833 -2.3006 -1.8659
C -1.4852 3.7260 0.5598
H 2.3831 -0.6998 -4.5731
H -1.0572 1.3000 5.6069
H -3.2557 2.5392 0.2334
H 0.9106 1.6561 4.1523
H 1.2471 2.7526 -1.9388
H -2.0863 4.6297 0.6650
H -0.6617 3.7559 1.2901
H 1.2427 0.2169 2.1730
H -2.4142 2.1318 1.7442
H -1.9820 0.6677 -0.5602
H -0.6713 0.9999 0.5808
H -2.6695 -0.4914 5.0785
H -1.0773 2.1980 -2.1268
H 1.2778 -4.4165 -1.5661
H 2.5170 -4.8688 -3.6403
H 1.2602 2.4576 -0.1827
H 3.0982 -2.9915 -5.1523
H 1.2900 0.1490 -0.5646

Atoms 1-2, force components in eV/Å:
-0.393 -0.031 0.287
0.100 0.138 -0.178

No. 9
C2H4BrOP in the gas phase, computed with the ωB97M-V functional and the def2-TZVPD basis.

As for the maximum force: 0.09212 hartree/bohr. The HOMO-LUMO gap comes out at 0.3173 hartree. The multiplicity is 1. The energy above the lowest of the compared OMol25 structures with the same formula, charge and spin comes out at 85.0 kJ/mol. The HOMO energy is -9.538 eV.

Positions of all 9 atoms, in Å:
Br 2.3252 -0.2505 0.0471
P -2.2212 0.1991 0.1386
O -2.9880 -1.0410 -0.0040
C -0.5092 -0.4226 -0.1805
C 0.6280 0.6690 -0.2688
H 0.3866 1.2827 0.6465
H 0.8105 1.2433 -1.1889
H -0.1149 -1.0039 0.7585
H -0.6111 -1.1488 -0.8811

Atoms 1-2, force components in eV/Å:
0.117 0.263 0.014
0.851 0.217 0.118